[1]
Here is C5H12O2 in the gas phase from the Open Molecules 2025 dataset. Energies are from ωB97M-V/def2-TZVPD.

Its net charge is 0. For the maximum force, the calculation gives 0.4 eV/Å. The calculation puts the frontier orbital gap at 10.8 eV. The LUMO energy is 0.96 eV. The energy relative to the best compared isomer or geometry (same formula, charge and spin) comes out at 25.5 kcal per mole. For the calculated total energy, the calculation gives -9474.0284 eV.

Each line ends with the Löwdin charge.
Element x y z (Å)
C 2.6342 0.3251 -0.6862  -0.10
O 1.2582 0.6027 -0.5987  -0.21
C 0.5003 -0.5319 -0.2254  -0.22
C -0.9751 -0.1601 -0.1468  -0.35
C -1.7906 -1.3684 0.3113  -0.07
C -1.1808 1.0464 0.7775  -0.25
O -0.8535 2.2713 0.1647  -0.06
H 2.8342 -0.4380 -1.4534  0.09
H 3.1418 1.2516 -0.9636  0.09
H 3.0338 -0.0336 0.2748  0.09
H 0.6644 -1.3458 -0.9515  0.13
H 0.8423 -0.8958 0.7612  0.13
H -1.3081 0.1453 -1.1475  0.15
H -2.8538 -1.1141 0.3711  0.08
H -1.4723 -1.7106 1.3044  0.08
H -1.6859 -2.2097 -0.3829  0.08
H -2.2344 1.1179 1.0703  0.12
H -0.5983 0.8883 1.7037  0.13
H 0.0437 2.1595 -0.1829  0.07

=====

[2]
Here is C5H12O2 in the gas phase in a non-equilibrium geometry from the Open Molecules 2025 dataset. Energies are from ωB97M-V/def2-TZVPD.

Its net charge is 0. For the maximum force, the calculation gives 3.6 eV/Å. The calculation puts the frontier orbital gap at 11.0 eV. The LUMO energy is 0.95 eV. The energy relative to the best compared isomer or geometry (same formula, charge and spin) comes out at 54.9 kcal per mole. For the calculated total energy, the calculation gives -9472.7553 eV.

Each line ends with the Löwdin charge.
Element x y z (Å)
C 2.6317 0.2578 -0.7514  -0.13
O 1.3292 0.6790 -0.5174  -0.22
C 0.5836 -0.4440 -0.1909  -0.23
C -0.9171 -0.0405 -0.1594  -0.33
C -1.7303 -1.3150 0.0004  -0.09
C -1.3647 0.9921 0.9215  -0.24
O -0.8326 2.2872 0.7665  -0.06
H 3.1364 -0.0354 0.1853  0.09
H 2.4518 -0.7859 -1.3475  0.11
H 3.1462 1.1415 -1.1783  0.10
H 1.0868 -1.2988 -1.0011  0.16
H 0.9091 -0.8660 0.7805  0.13
H -1.1392 0.4435 -1.1194  0.15
H -2.8031 -1.1265 -0.0914  0.08
H -1.5512 -1.7680 0.9839  0.08
H -1.4308 -2.0378 -0.7628  0.08
H -2.4578 1.1237 0.8435  0.13
H -1.1743 0.5978 1.9369  0.12
H 0.1264 2.1952 0.7009  0.07

=====

[3]
Here is 3 unconnected molecules or ions with the total composition C5H12O2 in a non-equilibrium geometry from the Open Molecules 2025 dataset. Energies are from ωB97M-V/def2-TZVPD.

Its net charge is 0. For the maximum force, the calculation gives 1.9 eV/Å. The calculation puts the frontier orbital gap at 9.6 eV. The LUMO energy is 0.74 eV. The energy relative to the best compared isomer or geometry (same formula, charge and spin) comes out at 42.6 kcal per mole. For the calculated total energy, the calculation gives -9473.2888 eV.

Each line ends with the Löwdin charge.
Element x y z (Å)
C 0.7841 2.4152 -0.9855  -0.03
C 0.0878 1.3660 -1.3818  -0.20
C 0.4235 -0.0540 -1.1562  -0.14
C -0.4805 -1.0253 -1.2465  -0.17
C -0.3240 -2.4760 -0.9408  -0.09
H 0.3772 3.3862 -1.2671  0.05
H 1.6145 2.4733 -0.3000  0.05
H -0.8390 1.4358 -1.9467  0.10
H 1.4375 -0.2492 -0.8069  0.11
H -1.4724 -0.6280 -1.4614  0.10
H 0.7037 -2.6959 -0.6579  0.08
H -0.6918 -3.0359 -1.7851  0.07
H -0.9635 -2.6956 -0.1063  0.06
O -0.2189 -1.5416 2.1154  -0.06
H -0.8803 -0.8385 2.1541  0.02
H 0.5797 -1.0562 2.3436  0.03
O -0.1861 1.4647 2.2333  -0.05
H -1.0019 1.7325 1.7910  0.05
H 0.4670 1.8664 1.6432  0.02

=====

[4]
Here is C5H12O2 in the gas phase from the Open Molecules 2025 dataset. Energies are from ωB97M-V/def2-TZVPD.

Its net charge is 0. For the maximum force, the calculation gives 0.4 eV/Å. The calculation puts the frontier orbital gap at 10.9 eV. The LUMO energy is 1.03 eV. The energy relative to the best compared isomer or geometry (same formula, charge and spin) comes out at 26.1 kcal per mole. For the calculated total energy, the calculation gives -9474.0052 eV.

Each line ends with the Löwdin charge.
Element x y z (Å)
C 1.6231 -0.4013 -1.3549  -0.09
O 0.6829 -0.7913 -0.3783  -0.20
C -0.5354 -0.0337 -0.3982  -0.41
C -1.6627 -0.8838 -0.9741  -0.04
C -0.8246 0.4429 1.0244  -0.13
C 0.3885 1.1038 1.6811  -0.27
O 1.3683 0.1686 2.0714  -0.07
H 1.2665 -0.6151 -2.3726  0.09
H 2.5365 -0.9718 -1.1679  0.10
H 1.8549 0.6714 -1.2803  0.09
H -0.3736 0.8501 -1.0357  0.14
H -2.0212 -1.5997 -0.2264  0.08
H -1.3082 -1.4505 -1.8401  0.08
H -2.5089 -0.2620 -1.2872  0.08
H -1.1341 -0.4112 1.6405  0.13
H -1.6719 1.1404 0.9925  0.13
H 0.8051 1.8599 0.9898  0.12
H 0.0811 1.6356 2.5876  0.12
H 1.4338 -0.4523 1.3282  0.06

=====

[5]
Here is 3 unconnected molecules or ions with the total composition C5H12O2 in a non-equilibrium geometry from the Open Molecules 2025 dataset. Energies are from ωB97M-V/def2-TZVPD.

Its net charge is 0. For the maximum force, the calculation gives 4.0 eV/Å. The calculation puts the frontier orbital gap at 9.9 eV. The LUMO energy is 0.64 eV. The energy relative to the best compared isomer or geometry (same formula, charge and spin) comes out at 79.9 kcal per mole. For the calculated total energy, the calculation gives -9471.6714 eV.

Each line ends with the Löwdin charge.
Element x y z (Å)
C 0.2356 -0.4703 -0.8107  -0.01
C -0.4812 0.1242 0.1912  -0.17
C -1.3696 1.3644 -0.1536  -0.22
C -2.6556 1.1055 -0.9789  -0.21
C -3.2291 2.0525 -1.7029  -0.04
H 0.9389 -1.2614 -0.9710  0.04
H 0.0866 -0.0491 -1.8357  0.07
H -0.2710 -0.1854 1.2700  0.09
H -1.5943 2.0038 0.8074  0.13
H -0.7228 2.0108 -0.7170  0.09
H -2.8669 0.0624 -1.2667  0.10
H -3.7930 1.9810 -2.6163  0.04
H -3.2458 3.1012 -1.1417  0.10
O 4.3868 -1.8807 0.2084  -0.08
H 5.0194 -2.5998 0.3114  0.03
H 4.0711 -1.6926 1.1178  0.02
O 2.1760 -1.8034 2.6266  -0.02
H 1.3676 -2.0599 2.1491  0.05
H 1.9471 -1.8030 3.5128  0.00

=====

[6]
Here is C5H12O2 in the gas phase from the Open Molecules 2025 dataset. Energies are from ωB97M-V/def2-TZVPD.

Its net charge is 0. For the maximum force, the calculation gives 0.4 eV/Å. The calculation puts the frontier orbital gap at 10.9 eV. The LUMO energy is 1.01 eV. The energy relative to the best compared isomer or geometry (same formula, charge and spin) comes out at 27.8 kcal per mole. For the calculated total energy, the calculation gives -9473.9281 eV.

Each line ends with the Löwdin charge.
Element x y z (Å)
C -1.5104 -0.4440 1.6144  -0.10
O -0.2252 -0.2520 1.0710  -0.19
C -0.2084 0.4006 -0.2021  -0.42
C -0.6379 1.8589 -0.1000  -0.04
C 1.2191 0.2491 -0.7076  -0.12
C 1.5903 -1.2142 -1.0616  -0.25
O 0.6192 -2.1731 -0.6989  -0.08
H -1.9564 0.4974 1.9617  0.08
H -1.3961 -1.1111 2.4724  0.09
H -2.1874 -0.9106 0.8829  0.10
H -0.8881 -0.1424 -0.8772  0.15
H 0.0102 2.4022 0.5966  0.09
H -1.6732 1.9549 0.2436  0.07
H -0.5708 2.3395 -1.0820  0.08
H 1.8815 0.6430 0.0730  0.12
H 1.3527 0.8891 -1.5873  0.12
H 1.7012 -1.3096 -2.1455  0.11
H 2.5633 -1.4626 -0.6134  0.11
H 0.3504 -1.9594 0.2076  0.07

=====

Q: Look up the frontier orbital gap of the fifth one.
A: 9.9 eV